(1)
Density functional theory data (the ωB97M-V functional and the def2-TZVPD basis) for 2 unconnected molecules or ions with the total composition C3H8O2 at a distorted geometry.

Max |F|: 0.0443 hartree/bohr
ΔE to the lowest compared entry with this formula, charge and spin: 1.058 eV
SMILES: CCC=O.O

Bonds (Å) are listed after each position.
Cartesian coordinates (Å):
1 O 1.8387 -2.0761 0.3067  C2 1.226
2 C 1.1086 -1.9242 1.2801  O1 1.226, C4 1.542, H5 1.117
3 C 0.0000 0.0000 0.0000  C4 1.529, H6 1.103, H7 1.103, H8 1.103
4 C -0.0618 -0.9222 1.2174  C2 1.542, C3 1.529, H9 1.107, H10 1.107
5 H 1.2042 -2.4279 2.2725  C2 1.117
6 H -0.1478 -0.4413 -1.0000  C3 1.103
7 H 0.9521 0.5568 0.0016  C3 1.103
8 H -0.8222 0.7084 0.1969  C3 1.103
9 H 0.1093 -0.2666 2.0929  C4 1.107
10 H -1.0610 -1.3844 1.3332  C4 1.107
11 O -0.6822 -3.3238 -5.1942  H12 0.984, H13 0.984
12 H -0.2805 -2.5719 -4.7028  O11 0.984
13 H -1.5008 -2.9505 -5.5927  O11 0.984

Mulliken population analysis, charges in e, atoms 1 to 5:
1 O -0.48
2 C 0.06
3 C -0.98
4 C -0.33
5 H 0.32

***

(2)
Density functional theory data (the ωB97M-V functional and the def2-TZVPD basis) for a single C3H8O2 molecule at a distorted geometry.

Max |F|: 0.1898 hartree/bohr
ΔE to the lowest compared entry with this formula, charge and spin: 4.486 eV
SMILES: COCOC

Bonds (Å) are listed after each position.
Cartesian coordinates (Å):
1 C -2.4992 0.2119 -0.0632  H4 1.271, H5 1.249, H6 1.047, O12 1.568
2 C 0.0009 0.3574 0.1337  H7 1.090, H8 1.087, O12 1.347, O13 1.499
3 C 2.4171 0.2040 -0.0579  H9 1.192, H10 1.037, H11 1.174, O13 1.554
4 H -3.0968 -0.9092 -0.0316  C1 1.271
5 H -2.3928 0.2976 1.1781  C1 1.249
6 H -2.7991 1.0281 -0.6457  C1 1.047
7 H -0.1856 0.7658 1.1269  C2 1.090
8 H 0.4192 1.0938 -0.5473  C2 1.087
9 H 2.1184 0.9800 -0.9116  C3 1.192
10 H 2.5367 0.7195 0.8339  C3 1.037
11 H 3.4215 -0.2731 -0.4362  C3 1.174
12 O -1.0631 -0.4041 -0.1873  C1 1.568, C2 1.347
13 O 1.1213 -0.6386 0.1070  C2 1.499, C3 1.554

Mulliken population analysis, charges in e, atoms 1 to 5:
1 C -0.67
2 C -0.03
3 C -0.65
4 H 0.23
5 H 0.32

***

(3)
Density functional theory data (the ωB97M-V functional and the def2-TZVPD basis) for 2 unconnected molecules or ions with the total composition C3H8O2 at a distorted geometry.

Max |F|: 0.0234 hartree/bohr
ΔE to the lowest compared entry with this formula, charge and spin: 2.103 eV
SMILES: C=COC.O

Bonds (Å) are listed after each position.
Cartesian coordinates (Å):
1 C 1.7644 0.6069 0.5251  O2 1.414, H6 1.093, H7 1.098, H8 1.099
2 O 0.4937 0.1547 0.9484  C1 1.414, C3 1.367
3 C -0.1014 -0.8446 0.2295  O2 1.367, C4 1.329, H10 1.092
4 C -1.4245 -0.9271 0.1320  C3 1.329, H11 1.083, H12 1.086
5 O -1.4177 0.6418 -1.8392  H9 0.961, H13 0.963
6 H 2.1623 1.2154 1.3416  C1 1.093
7 H 2.4563 -0.2232 0.3307  C1 1.098
8 H 1.6879 1.2274 -0.3786  C1 1.099
9 H -0.6564 0.2466 -1.4055  O5 0.961
10 H 0.5531 -1.5834 -0.2381  C3 1.092
11 H -1.9000 -1.6919 -0.4703  C4 1.083
12 H -2.0752 -0.1683 0.5558  C4 1.086
13 H -1.6222 1.3754 -1.2507  O5 0.963

Mulliken population analysis, charges in e, atoms 1 to 5:
1 C -0.61
2 O -0.31
3 C -0.31
4 C -0.51
5 O -0.67

***

(4)
Density functional theory data (the ωB97M-V functional and the def2-TZVPD basis) for 2 unconnected molecules or ions with the total composition C3H8O2 at a distorted geometry.

Max |F|: 0.0379 hartree/bohr
ΔE to the lowest compared entry with this formula, charge and spin: 1.923 eV
SMILES: C=CO.CO

Bonds (Å) are listed after each position.
Cartesian coordinates (Å):
1 C 1.7956 -0.2855 2.3784  O2 1.412, H3 1.085, H4 1.104, H5 1.088
2 O 0.7943 -0.8414 1.5519  C1 1.412, H6 0.974
3 H 1.3130 -0.0881 3.3302  C1 1.085
4 H 2.5737 -1.0216 2.6476  C1 1.104
5 H 2.3312 0.5416 1.9169  C1 1.088
6 H 1.1441 -1.3058 0.7700  O2 0.974
7 C -1.8558 0.8252 -2.6549  C8 1.329, H10 1.086, H11 1.065
8 C -1.1407 0.2685 -1.6824  C7 1.329, O9 1.369, H12 1.083
9 O -1.4697 0.4323 -0.3639  C8 1.369, H13 0.957
10 H -1.4074 0.6602 -3.6297  C7 1.086
11 H -2.7141 1.4506 -2.5784  C7 1.065
12 H -0.2687 -0.3544 -1.8370  C8 1.083
13 H -1.0954 -0.2815 0.1514  O9 0.957

Mulliken population analysis, charges in e, atoms 1 to 5:
1 C -0.54
2 O -0.49
3 H 0.22
4 H 0.25
5 H 0.26

***

(5)
Density functional theory data (the ωB97M-V functional and the def2-TZVPD basis) for 3 unconnected molecules or ions with the total composition C3H8O2.

Max |F|: 0.0112 hartree/bohr
ΔE to the lowest compared entry with this formula, charge and spin: 2.171 eV
SMILES: C=C.C=O.O

Bonds (Å) are listed after each position.
Cartesian coordinates (Å):
1 C -1.3367 -1.4313 0.9469  O2 1.196, H5 1.099, H6 1.105
2 O -2.1330 -0.8352 0.2821  C1 1.196
3 H -1.3870 0.1525 -1.2449  O9 0.963
4 H 0.5585 0.4716 1.4597  C7 1.085
5 H -0.3893 -1.8059 0.5360  C1 1.099
6 H -1.5095 -1.6592 2.0141  C1 1.105
7 C 1.0443 0.9125 0.5949  H4 1.085, C8 1.316, H11 1.072
8 C 1.9838 0.2814 -0.0762  C7 1.316, H12 1.071, H13 1.080
9 O -0.8645 0.6757 -1.8625  H3 0.963, H10 0.961
10 H -1.4655 1.3200 -2.2456  O9 0.961
11 H 0.7210 1.8994 0.3309  C7 1.072
12 H 2.4621 0.7298 -0.9236  C8 1.071
13 H 2.3156 -0.7113 0.1882  C8 1.080

Mulliken population analysis, charges in e, atoms 1 to 5:
1 C -0.14
2 O -0.47
3 H 0.38
4 H 0.27
5 H 0.25

***

(6)
Density functional theory data (the ωB97M-V functional and the def2-TZVPD basis) for a single C3H8O2P2S2 molecule at a distorted geometry.

Max |F|: 0.0619 hartree/bohr
ΔE to the lowest compared entry with this formula, charge and spin: 0.000 eV
SMILES: C=PC[P@@](=O)(O)CSS

Bonds (Å) are listed after each position.
Cartesian coordinates (Å):
1 C 1.3165 -1.4614 -0.7112  P6 1.868, S8 1.922, H10 1.123, H11 1.056
2 C 0.2790 1.6129 1.8407  P7 1.660, H12 1.038, H13 1.069
3 C -0.3115 1.1173 -0.7449  P6 1.861, P7 1.912, H14 1.060, H15 1.092
4 O -0.9415 -1.2183 -2.0812  P6 1.586, H16 1.000
5 O -1.3057 -1.3072 0.3446  P6 1.468
6 P -0.4059 -0.7396 -0.6673  C1 1.868, C3 1.861, O4 1.586, O5 1.468
7 P 1.1046 1.6951 0.4028  C2 1.660, C3 1.912
8 S 1.4405 -2.7825 0.6798  C1 1.922, S9 1.978
9 S 0.9077 -1.8029 2.3139  S8 1.978, H17 1.325
10 H 1.2193 -2.0864 -1.6396  C1 1.123
11 H 2.0610 -0.7218 -0.8273  C1 1.056
12 H 0.7509 1.9953 2.6823  C2 1.038
13 H -0.6117 1.0461 2.0102  C2 1.069
14 H -0.1887 1.5767 -1.6927  C3 1.060
15 H -1.1883 1.6128 -0.3234  C3 1.092
16 H -1.2370 -2.1733 -2.1197  O4 1.000
17 H -0.3210 -2.2696 2.1494  S9 1.325

Mulliken population analysis, charges in e, atoms 1 to 5:
1 C -0.81
2 C -0.52
3 C -0.94
4 O -0.58
5 O -0.70

***

(7)
Density functional theory data (the ωB97M-V functional and the def2-TZVPD basis) for 2 unconnected molecules or ions with the total composition C3H8O2S at a distorted geometry.

Max |F|: 0.0941 hartree/bohr
ΔE to the lowest compared entry with this formula, charge and spin: 2.235 eV
SMILES: O=CO.CSC

Bonds (Å) are listed after each position.
Cartesian coordinates (Å):
1 C -1.3923 0.5024 0.2752  S2 1.804, H4 1.150, H5 1.168, H6 1.158
2 S -2.0708 0.0133 -1.3234  C1 1.804, C3 1.818
3 C -0.8800 -1.2793 -1.7894  S2 1.818, H7 1.073, H8 1.067, H9 1.219
4 H -1.2030 1.6348 0.2041  C1 1.150
5 H -0.5828 -0.1034 0.8604  C1 1.168
6 H -2.2886 0.4826 1.0079  C1 1.158
7 H -0.8966 -2.2369 -1.3058  C3 1.073
8 H -1.0357 -1.3385 -2.8437  C3 1.067
9 H 0.2930 -1.0925 -1.5143  C3 1.219
10 O 1.8416 -0.6558 0.6240  C11 1.247
11 C 1.8858 0.2249 1.5055  O10 1.247, O12 1.376, H13 1.195
12 O 2.8712 1.1078 1.8848  C11 1.376, H14 1.049
13 H 0.8921 0.3055 2.1650  C11 1.195
14 H 2.5705 1.8316 2.5819  O12 1.049

Mulliken population analysis, charges in e, atoms 1 to 5:
1 C -0.56
2 S -0.10
3 C -0.76
4 H 0.28
5 H 0.01

***

(8)
Density functional theory data (the ωB97M-V functional and the def2-TZVPD basis) for 2 unconnected molecules or ions with the total composition C3H8O2S.

Max |F|: 0.0178 hartree/bohr
ΔE to the lowest compared entry with this formula, charge and spin: 0.724 eV
SMILES: O=CO.CSC

Bonds (Å) are listed after each position.
Cartesian coordinates (Å):
1 C 0.7405 -3.0084 -2.6189  S2 1.801, H4 1.087, H5 1.093, H6 1.075
2 S 0.8331 -2.3900 -0.9299  C1 1.801, C3 1.814
3 C 0.3623 -3.9010 -0.0444  S2 1.814, H7 1.086, H8 1.089, H9 1.085
4 H 0.2997 -2.2255 -3.2312  C1 1.087
5 H 1.7245 -3.2092 -3.0499  C1 1.093
6 H 0.1411 -3.8958 -2.7151  C1 1.075
7 H 0.6862 -3.8227 0.9891  C3 1.086
8 H 0.9917 -4.6794 -0.4718  C3 1.089
9 H -0.6901 -4.1557 -0.1200  C3 1.085
10 O -1.9026 3.9433 0.9797  C11 1.196
11 C -1.1327 4.5614 1.6547  O10 1.196, O12 1.344, H13 1.101
12 O 0.0358 4.0900 2.1232  C11 1.344, H14 0.975
13 H -1.3348 5.5986 1.9633  C11 1.101
14 H 0.4416 3.4938 1.4666  O12 0.975

Mulliken population analysis, charges in e, atoms 1 to 5:
1 C -0.82
2 S -0.07
3 C -0.84
4 H 0.30
5 H 0.28